[1]
C15H40Br2HfO15S5 as an isolated structure at a distorted geometry, computed with wB97M-V/def2-TZVPD.

Computed properties:
Energy relative to the best compared isomer or geometry (same formula, charge and spin) ... 615.0 kJ/mol
Charge ... +2
Gap between HOMO and LUMO ... 6.8 eV

```
78
C15H40Br2HfO15S5 (wB97M-V/def2-TZVPD)
Hf 0.95 0.81 1.50
Br 0.49 -1.05 3.71
Br -1.50 2.09 2.13
O 4.26 -2.40 2.25
S 4.28 -0.98 2.61
O 3.18 -0.04 2.37
O 4.77 -0.85 4.24
C 3.87 -0.76 5.30
C 4.47 -0.68 6.68
C 5.73 -0.19 1.88
H 3.34 -1.71 5.26
H 3.03 -0.06 5.33
H 5.40 -1.25 6.71
H 3.68 -1.22 7.20
H 4.63 0.36 6.98
H 5.96 -0.65 0.92
H 6.57 -0.27 2.57
H 5.57 0.87 1.69
O 0.80 2.98 0.34
S 0.76 4.12 -0.57
O 1.91 4.79 -1.07
O -0.20 3.73 -1.87
C -0.42 4.78 -2.84
C -0.77 4.08 -4.17
C -0.40 5.35 0.27
H 0.36 5.54 -2.91
H -1.28 5.34 -2.48
H -1.43 3.24 -3.96
H 0.09 3.76 -4.76
H -1.40 4.66 -4.84
H 0.11 5.69 1.17
H -1.26 4.74 0.56
H -0.59 6.16 -0.44
O 1.42 -1.48 0.60
S 1.35 -2.91 0.11
O 0.25 -3.31 -0.75
O 2.85 -3.23 -0.65
C 3.04 -2.70 -1.98
C 2.28 -3.55 -3.02
C 1.34 -4.13 1.61
H 4.08 -2.42 -2.16
H 2.65 -1.69 -2.14
H 2.83 -3.26 -3.92
H 1.23 -3.34 -3.23
H 2.33 -4.58 -2.67
H 1.75 -3.61 2.47
H 2.14 -4.81 1.33
H 0.38 -4.64 1.74
O -2.25 -3.09 1.71
S -2.52 -1.68 1.35
O -1.40 -0.77 1.06
O -3.70 -1.58 0.23
C -4.83 -2.45 0.24
C -6.00 -1.91 -0.61
C -3.42 -1.11 2.79
H -5.29 -2.67 1.20
H -4.60 -3.43 -0.17
H -6.66 -2.67 -1.04
H -5.51 -1.47 -1.48
H -6.50 -1.11 -0.08
H -2.66 -0.60 3.39
H -3.97 -1.93 3.24
H -4.09 -0.31 2.45
O -0.12 0.65 -0.75
S -0.81 0.37 -2.01
O -1.19 -0.98 -2.31
O -2.18 1.38 -2.19
C -3.22 0.98 -3.01
C -4.47 1.90 -3.01
C 0.13 0.88 -3.42
H -3.50 -0.04 -2.74
H -2.89 0.92 -4.05
H -4.91 2.10 -2.03
H -5.28 1.58 -3.66
H -4.01 2.85 -3.29
H 0.92 0.18 -3.67
H 0.52 1.78 -2.92
H -0.47 0.89 -4.33
```

Atomic partial charges in e from the Mulliken method, atoms 1 to 8: 1.422, -0.418, -0.378, -0.569, 1.182, -0.817, -0.331, -0.070


[2]
A 7-piece molecular cluster, C30H35N7 overall at a distorted geometry, computed with wB97M-V/def2-TZVPD.

Computed properties:
Charge ... 0
SMILES ... c1cc[nH]c1.c1cc[nH]c1.c1cc[nH]c1.c1cc[nH]c1.c1cc[nH]c1.c1ccncc1.c1ccncc1
Gap between HOMO and LUMO ... 8.4 eV

```
72
C30H35N7 (wB97M-V/def2-TZVPD)
C -0.04 3.57 -11.09
C -1.01 3.38 -12.12
C -1.94 2.46 -11.56
N -1.55 2.14 -10.26
C -0.42 2.83 -9.94
H 0.81 4.24 -11.13
H -0.96 3.83 -13.10
H -2.84 1.96 -11.89
H -2.01 1.43 -9.70
H 0.13 2.56 -9.05
C 1.15 1.51 6.70
C 1.00 2.73 7.48
C 0.73 2.27 8.76
N 0.66 0.88 8.81
C 0.99 0.40 7.52
H 1.53 1.55 5.69
H 1.02 3.74 7.12
H 0.70 2.77 9.71
H 0.61 0.32 9.66
H 1.23 -0.64 7.35
C -6.67 0.87 7.24
C -5.41 1.13 6.88
C -5.01 -0.10 6.46
N -6.02 -1.03 6.44
C -7.17 -0.29 6.73
H -7.31 1.60 7.71
H -4.71 1.91 7.14
H -4.00 -0.45 6.30
H -5.99 -1.97 6.06
H -8.07 -0.85 6.91
C -3.66 -5.77 3.61
C -2.77 -6.20 4.56
C -1.58 -5.45 4.45
N -1.78 -4.59 3.39
C -3.05 -4.80 2.84
H -4.69 -6.05 3.41
H -2.85 -7.04 5.23
H -0.75 -5.41 5.13
H -1.17 -3.86 3.05
H -3.35 -4.25 1.96
C 2.34 -6.18 -4.40
C 3.42 -7.06 -4.61
C 3.67 -7.87 -3.50
N 2.77 -7.35 -2.61
C 1.93 -6.36 -3.14
H 1.91 -5.50 -5.12
H 4.01 -7.19 -5.50
H 4.33 -8.71 -3.37
H 2.52 -7.77 -1.72
H 1.23 -5.80 -2.55
C -0.65 2.35 -1.86
C -0.65 2.33 -0.44
C -1.09 1.11 0.07
N -1.59 0.12 -0.65
C -1.61 0.22 -1.98
C -1.17 1.35 -2.66
H -0.31 3.24 -2.36
H -0.30 3.17 0.14
H -1.22 1.05 1.14
H -2.02 -0.66 -2.46
H -1.05 1.20 -3.73
C 5.48 5.02 -2.34
C 6.04 4.94 -1.07
C 7.07 5.83 -0.80
N 7.58 6.65 -1.77
C 7.02 6.70 -3.01
C 5.93 5.89 -3.28
H 4.76 4.32 -2.73
H 5.59 4.22 -0.40
H 7.48 6.00 0.19
H 7.41 7.43 -3.71
H 5.40 5.96 -4.23
```

Atomic partial charges in e from the Mulliken method, atoms 1 to 8: -0.294, -0.460, -0.429, -0.010, -0.474, 0.370, 0.373, 0.364


[3]
C2H5P as an isolated structure at a distorted geometry, computed with wB97M-V/def2-TZVPD.

Computed properties:
Energy relative to the best compared isomer or geometry (same formula, charge and spin) ... 86.6 kJ/mol
Charge ... 0
Gap between HOMO and LUMO ... 10.3 eV

```
8
C2H5P (wB97M-V/def2-TZVPD)
C 0.12 0.68 1.50
C -0.26 -0.87 -0.71
P -0.45 -0.78 1.16
H 0.31 1.08 2.50
H 0.62 1.52 0.55
H 0.63 -1.60 -0.73
H -1.07 -1.39 -1.25
H -0.08 0.05 -1.23
```

How positive or negative is each atom? The Mulliken charges in e answer that: -0.330, -0.854, -0.056, 0.296, 0.130, 0.215, 0.304, 0.297


Among the records above, which one has the lowest gap between HOMO and LUMO? C15H40Br2HfO15S5


What is the gap between HOMO and LUMO in the first record? 6.8 eV